1.
The following is a quantum chemistry calculation of C27H33FeN5O2S2SbSe4 as an isolated structure in a non-equilibrium geometry, from OMol25.

Results
Kohn-Sham gap (alpha / beta) = 5.35 / 5.03 eV
Total charge = 0
E_HOMO (alpha / beta) = -7.39 / -7.17 eV
M = 1017.2 g/mol
Lowest unoccupied orbital energy (alpha / beta) = -2.0 / -2.1 eV
2S+1 = 2

Positions of all 75 atoms, in Å:
Fe1 -0.47 1.10 1.37
C1 -4.30 0.07 5.34
S1 -4.50 0.66 3.64
C2 -2.88 0.66 3.00
S2 -2.77 0.67 1.30
N1 -1.87 0.68 3.86
N2 -0.65 0.69 3.22
C3 0.40 0.52 3.95
C4 1.68 0.52 3.23
C5 2.89 0.27 3.86
C6 4.04 0.21 3.08
C7 3.93 0.40 1.71
C8 2.69 0.66 1.17
N3 1.58 0.71 1.90
H1 -5.20 0.38 5.87
H2 -4.22 -1.02 5.35
H3 -3.44 0.51 5.81
H4 0.33 0.36 5.02
H5 2.93 0.14 4.93
H6 5.00 0.01 3.54
H7 4.80 0.36 1.07
H8 2.56 0.84 0.11
C9 1.10 -5.58 -0.65
C10 1.72 -4.27 -1.15
C11 3.19 -4.20 -0.71
C12 1.66 -4.26 -2.68
C13 0.99 -3.08 -0.54
C14 0.73 -3.04 0.83
C15 0.14 -1.92 1.38
N4 -0.21 -0.85 0.66
C16 0.01 -0.89 -0.66
C17 0.61 -1.97 -1.28
C18 -0.38 0.34 -1.39
C19 -0.68 0.35 -2.74
C20 -1.05 1.55 -3.36
C21 -1.06 2.68 -2.55
C22 -0.77 2.58 -1.20
N5 -0.44 1.43 -0.62
C23 -1.37 1.59 -4.84
C24 -0.04 1.56 -5.61
C25 -2.21 0.37 -5.24
C26 -2.14 2.86 -5.22
H9 1.57 -6.43 -1.16
H10 0.03 -5.61 -0.86
H11 1.24 -5.72 0.42
H12 3.75 -5.03 -1.14
H13 3.28 -4.26 0.38
H14 3.65 -3.27 -1.04
H15 2.11 -5.17 -3.07
H16 2.22 -3.42 -3.10
H17 0.64 -4.21 -3.04
H18 0.98 -3.86 1.48
H19 -0.08 -1.86 2.44
H20 0.80 -1.93 -2.34
H21 -0.66 -0.57 -3.29
H22 -1.33 3.65 -2.94
H23 -0.81 3.45 -0.56
H24 0.53 0.66 -5.38
H25 0.58 2.42 -5.36
H26 -0.23 1.58 -6.69
H27 -1.65 -0.56 -5.19
H28 -2.56 0.48 -6.27
H29 -3.09 0.27 -4.60
H30 -1.52 3.75 -5.11
H31 -3.03 2.98 -4.61
H32 -2.44 2.80 -6.26
O1 0.87 3.27 1.43
C27 -0.16 3.85 1.80
O2 -1.26 3.25 2.03
H33 -0.15 4.95 1.92
Se1 0.25 4.97 4.88
Sb1 -2.07 3.46 4.66
Se2 -3.75 5.06 4.11
Se3 -2.01 2.81 7.00
Se4 1.95 3.59 4.73

Here are the Mulliken charges for atoms 1 to 4, given in e:
1 Fe -0.594
2 C -0.682
3 S 0.049
4 C 0.431

***

2.
The following is a quantum chemistry calculation of C27H33N5OPbS as an isolated structure in a non-equilibrium geometry, from OMol25.

Results
Kohn-Sham gap (alpha / beta) = 6.44 / 5.68 eV
Total charge = +2
E_HOMO (alpha / beta) = -13.88 / -13.57 eV
M = 682.9 g/mol
Lowest unoccupied orbital energy (alpha / beta) = -7.4 / -7.9 eV
2S+1 = 1

Positions of all 68 atoms, in Å:
Pb1 -0.08 0.41 0.54
N1 -5.05 -6.73 -5.12
C1 -4.58 -5.91 -4.46
C2 -4.03 -4.91 -3.60
C3 -3.31 -3.83 -4.11
C4 -2.83 -2.87 -3.25
C5 -3.05 -2.95 -1.87
C6 -3.72 -4.08 -1.37
C7 -4.22 -5.03 -2.22
C8 -2.54 -1.86 -1.03
C9 -2.64 -0.56 -1.44
C10 -3.53 -0.05 -2.47
C11 -3.34 1.29 -2.52
C12 -2.32 1.59 -1.57
N2 -1.92 0.52 -0.91
C13 -0.10 -2.50 -0.55
C14 0.34 -3.50 -1.40
C15 1.54 -3.02 -1.95
C16 1.75 -1.75 -1.43
N3 0.76 -1.42 -0.57
H1 -3.13 -3.76 -5.17
H2 -2.25 -2.04 -3.65
H3 -3.89 -4.19 -0.31
H4 -4.78 -5.88 -1.84
H5 -4.24 -0.64 -3.02
H6 -3.84 2.01 -3.15
H7 -1.89 2.57 -1.38
H8 -0.12 -4.46 -1.58
H9 2.18 -3.53 -2.64
H10 2.55 -1.06 -1.65
C17 -2.60 0.45 4.33
C18 -3.35 -0.62 3.54
C19 -3.22 -1.99 4.22
C20 -4.04 -3.08 3.53
N4 -3.69 -3.19 2.10
C21 -2.62 -3.77 1.61
S1 -1.52 -2.19 0.42
N5 -1.91 -4.67 2.22
C22 -0.72 -5.35 1.69
C23 0.59 -4.74 2.20
C24 0.62 -4.52 3.72
C25 0.46 -5.80 4.53
H11 -2.68 1.43 3.85
H12 -1.54 0.20 4.43
H13 -3.01 0.55 5.33
H14 -2.94 -0.66 2.53
H15 -4.40 -0.35 3.47
H16 -3.55 -1.91 5.25
H17 -2.16 -2.28 4.24
H18 -5.10 -2.84 3.58
H19 -3.89 -4.05 4.01
H20 -4.15 -2.50 1.52
H21 -2.16 -4.96 3.16
H22 -0.75 -5.30 0.60
H23 -0.78 -6.40 1.99
H24 0.76 -3.78 1.70
H25 1.40 -5.41 1.91
H26 -0.15 -3.79 3.99
H27 1.58 -4.06 3.97
H28 -0.50 -6.30 4.35
H29 0.51 -5.57 5.60
H30 1.25 -6.50 4.30
C26 2.86 1.83 -0.58
C27 1.47 1.69 -1.09
O1 0.99 2.00 -2.11
H31 2.93 2.80 -0.09
H32 3.56 1.82 -1.41
H33 3.12 1.06 0.15

Here are the Mulliken charges for atoms 1 to 4, given in e:
1 Pb 1.099
2 N -0.399
3 C -0.254
4 C 0.584

***

3.
The following is a quantum chemistry calculation of C27H34BrClFN7O6SiSm as an isolated structure in a non-equilibrium geometry, from OMol25.

Results
Relative energy (zero: lowest compared OMol25 entry of this formula, charge and spin) = 23.2 kJ/mol
Kohn-Sham gap (alpha / beta) = 6.91 / 6.89 eV
Total charge = -1
E_HOMO (alpha / beta) = -4.69 / -4.67 eV
M = 865.4 g/mol
Lowest unoccupied orbital energy (alpha / beta) = 2.2 / 2.2 eV
2S+1 = 6

Positions of all 79 atoms, in Å:
Sm1 -0.61 -0.86 0.16
O1 0.96 0.62 -4.26
C1 0.90 -0.57 -3.66
O2 1.82 -1.33 -3.57
C2 -0.53 -0.83 -3.32
O3 -0.55 -1.75 -2.18
C3 -0.37 -3.12 -2.44
C4 -0.51 -3.84 -1.17
O4 -0.42 -5.08 -1.27
O5 -0.53 -3.11 -0.10
H1 1.89 0.82 -4.47
H2 -0.98 -1.33 -4.21
H3 -1.10 0.06 -2.97
H4 0.59 -3.26 -2.98
H5 -1.15 -3.50 -3.04
C5 0.89 3.42 1.44
Si1 -0.72 2.56 0.93
C6 -2.13 3.78 1.51
C7 -0.74 2.38 -0.92
N1 -0.92 1.03 1.64
C8 -0.98 0.72 2.95
C9 -0.62 1.52 4.08
C10 -0.59 1.08 5.35
C11 -1.01 -0.15 5.74
C12 -1.54 -0.97 4.68
C13 -1.41 -0.54 3.37
F1 -1.64 -1.46 2.40
H6 0.98 4.47 1.15
H7 1.77 2.96 1.08
H8 0.98 3.41 2.55
H9 -2.07 4.84 1.37
H10 -2.38 3.64 2.62
H11 -3.04 3.57 0.96
H12 -1.51 1.71 -1.36
H13 0.13 1.82 -1.22
H14 -0.85 3.35 -1.49
H15 -0.32 2.56 3.83
H16 -0.19 1.87 6.05
H17 -1.01 -0.48 6.77
H18 -2.15 -1.89 4.98
O6 1.92 -6.61 -0.55
C14 1.92 -5.44 0.16
C15 2.69 -4.26 -0.06
C16 2.53 -3.21 0.82
N2 1.78 -3.29 1.94
C17 1.23 -4.44 2.22
Br1 0.12 -4.47 3.84
C18 1.30 -5.61 1.43
H19 1.66 -6.45 -1.50
H20 3.01 -4.14 -1.06
H21 2.96 -2.27 0.65
H22 0.70 -6.53 1.59
C19 1.75 0.02 -0.44
H23 2.12 -0.15 0.63
H24 2.26 0.94 -0.81
H25 2.28 -0.77 -0.90
N3 4.09 1.84 1.59
N4 4.85 2.82 0.87
N5 4.78 4.13 1.14
C20 5.83 4.57 0.44
N6 6.43 3.59 -0.20
N7 5.83 2.45 0.07
H26 3.59 1.25 0.91
H27 3.40 2.34 2.12
H28 6.06 5.66 0.50
Cl1 -4.92 2.71 -5.38
C21 -4.36 1.79 -4.00
C22 -4.15 2.28 -2.74
C23 -3.79 1.49 -1.68
C24 -3.50 0.11 -1.85
C25 -3.07 -0.68 -0.73
C26 -3.56 -0.34 -3.21
C27 -3.95 0.43 -4.26
H29 -4.51 3.36 -2.60
H30 -3.72 1.97 -0.73
H31 -3.41 -1.71 -0.73
H32 -3.57 -0.16 0.17
H33 -3.11 -1.39 -3.42
H34 -3.82 0.04 -5.22

Here are the Mulliken charges for atoms 1 to 4, given in e:
1 Sm 0.452
2 O -0.444
3 C 0.230
4 O -0.584